A single C2H2ClP molecule. Source: the Open Molecules 2025 dataset; level of theory: the ωB97M-V functional and the def2-TZVPD basis.

```
6
Properties=species:S:1:pos:R:3
C -1.22 -0.24 -0.89
C 0.65 0.16 0.74
P -1.18 0.54 0.50
Cl 1.70 1.54 0.43
H -0.81 -1.14 -1.14
H 0.87 -0.87 0.36
```

As for the total charge: 0. Its total energy is -23911.6687 eV. Its energy above the lowest of the compared OMol25 structures with the same formula, charge and spin is 49.9 kcal/mol. As for the frontier orbital gap (alpha / beta): 0.2919 / 0.3007 Ha. The multiplicity is 3. The maximum force is 2.94 eV Å⁻¹. The expectation value of S² is 2.042. The value obtained for the highest occupied orbital energy (alpha / beta) is -8.19 / -9.95 eV.

=====

A molecular structure, C2H2CsO. Source: the Open Molecules 2025 dataset; level of theory: the ωB97M-V functional and the def2-TZVPD basis.

```
6
Properties=species:S:1:pos:R:3
H 3.41 1.54 0.67
O 1.66 0.37 0.48
C 2.94 0.86 -0.06
C 1.13 1.48 -0.05
H 3.16 0.40 -1.04
Cs -1.71 -1.01 -0.09
```

As for the total charge: 0. Its total energy is -4694.7909 eV. Its energy above the lowest of the compared OMol25 structures with the same formula, charge and spin is 5.0 kcal/mol. As for the frontier orbital gap (alpha / beta): 0.1119 / 0.2399 Ha. The multiplicity is 2. The maximum force is 3.94 eV Å⁻¹. The expectation value of S² is 0.757. The value obtained for the highest occupied orbital energy (alpha / beta) is -3.63 / -6.93 eV.

=====

A molecular structure, C2H2EuF2LiO. Source: the Open Molecules 2025 dataset; level of theory: the ωB97M-V functional and the def2-TZVPD basis.

```
9
Properties=species:S:1:pos:R:3
F 3.72 -1.36 1.47
O -0.12 0.17 -0.89
Eu 2.03 -0.35 0.48
Li 4.94 -2.43 2.08
C -1.48 0.22 -0.77
C -2.19 1.30 -0.51
H -3.28 1.20 -0.50
F -1.91 -1.01 -0.95
H -1.71 2.27 -0.40
```

As for the total charge: +3. Its total energy is -29089.6057 eV. As for the frontier orbital gap (alpha / beta): 0.1814 / 0.3286 Ha. The multiplicity is 8. The maximum force is 12.10 eV Å⁻¹. The expectation value of S² is 15.951. The value obtained for the highest occupied orbital energy (alpha / beta) is -22.78 / -25.31 eV.

=====

A molecular structure, C2H2F2I2O. Source: the Open Molecules 2025 dataset; level of theory: the ωB97M-V functional and the def2-TZVPD basis.

```
9
Properties=species:S:1:pos:R:3
C 1.79 -0.80 -1.04
C -0.79 1.32 1.15
O 0.82 -1.15 -1.61
F -1.33 2.35 0.38
F -1.23 1.46 2.38
I 1.82 -0.64 1.17
I -2.14 -0.87 0.27
H 2.79 -0.67 -1.42
H -1.72 -1.00 -1.28
```

As for the total charge: 0. Its total energy is -25786.4618 eV. Its energy above the lowest of the compared OMol25 structures with the same formula, charge and spin is 76.0 kcal/mol. As for the frontier orbital gap: 0.3278 Ha. The maximum force is 2.36 eV Å⁻¹. The value obtained for the highest occupied orbital energy is -8.87 eV.

=====

2 unconnected molecules or ions with the total composition C2H2F2N4. Source: the Open Molecules 2025 dataset; level of theory: the ωB97M-V functional and the def2-TZVPD basis.

```
10
Properties=species:S:1:pos:R:3
N 0.20 0.06 2.27
C -0.74 -0.29 1.60
N -1.36 -0.85 0.75
F -2.65 -1.01 0.33
H 0.93 0.70 2.05
N 0.10 1.83 -0.42
C 0.41 0.94 -1.07
N 0.67 -0.13 -1.85
F 2.04 -0.24 -2.20
H 0.40 -1.01 -1.46
```

As for the total charge: 0. Its total energy is -13494.7211 eV. Its energy above the lowest of the compared OMol25 structures with the same formula, charge and spin is 134.0 kcal/mol. As for the frontier orbital gap: 0.3878 Ha. The maximum force is 3.99 eV Å⁻¹. The SMILES is N=C=NF.N#CNF. The value obtained for the highest occupied orbital energy is -10.55 eV.

=====

A single C2H2F2O molecule. Source: the Open Molecules 2025 dataset; level of theory: the ωB97M-V functional and the def2-TZVPD basis.

```
7
Properties=species:S:1:pos:R:3
F -1.27 -1.07 0.39
C -0.65 0.03 0.05
F -1.34 1.14 0.40
C 0.76 -0.05 0.00
O -0.05 0.10 -1.16
H 1.34 0.85 0.16
H 1.21 -1.00 0.17
```

As for the total charge: 0. Its total energy is -9587.4974 eV. Its energy above the lowest of the compared OMol25 structures with the same formula, charge and spin is 11.8 kcal/mol. As for the frontier orbital gap: 0.4672 Ha. The maximum force is 1.94 eV Å⁻¹. The SMILES is FC1(F)CO1. The value obtained for the highest occupied orbital energy is -11.71 eV.

=====

2 unconnected molecules or ions with the total composition C2H2F2O. Source: the Open Molecules 2025 dataset; level of theory: the ωB97M-V functional and the def2-TZVPD basis.

```
7
Properties=species:S:1:pos:R:3
C -0.82 0.00 -0.02
C 0.61 -0.27 -0.05
O -0.02 -0.45 1.10
F 1.42 -1.03 -0.73
F 1.31 1.42 0.07
H -0.96 1.11 0.13
H -1.53 -0.78 -0.50
```

As for the total charge: 0. Its total energy is -9585.4376 eV. Its energy above the lowest of the compared OMol25 structures with the same formula, charge and spin is 59.3 kcal/mol. As for the frontier orbital gap: 0.4638 Ha. The maximum force is 4.34 eV Å⁻¹. The value obtained for the highest occupied orbital energy is -12.06 eV.

=====

2 unconnected molecules or ions with the total composition C2H2F2O3S. Source: the Open Molecules 2025 dataset; level of theory: the ωB97M-V functional and the def2-TZVPD basis.

```
10
Properties=species:S:1:pos:R:3
C 1.81 -1.18 -0.55
C -2.01 0.38 0.62
O 1.17 -0.12 -0.72
O -0.37 1.77 -0.34
O -1.21 -0.12 1.28
F 2.63 -1.21 0.54
F -2.16 0.09 -0.67
S 0.89 1.29 0.17
H 2.07 -1.99 -1.20
H -2.81 1.09 0.87
```

As for the total charge: 0. Its total energy is -24515.3021 eV. Its energy above the lowest of the compared OMol25 structures with the same formula, charge and spin is 38.8 kcal/mol. As for the frontier orbital gap (alpha / beta): 0.2396 / 0.3092 Ha. The maximum force is 3.09 eV Å⁻¹. The value obtained for the highest occupied orbital energy (alpha / beta) is -7.55 / -8.28 eV.

=====

A single C2H2F2OS molecule. Source: the Open Molecules 2025 dataset; level of theory: the ωB97M-V functional and the def2-TZVPD basis.

```
8
Properties=species:S:1:pos:R:3
O -0.98 -0.47 -1.36
C -0.01 -0.79 -0.78
C 1.21 0.21 -0.61
F 2.38 -0.34 -0.36
F 1.37 1.15 -1.53
S 0.61 1.15 1.23
H 0.15 -1.87 -0.44
H 0.45 2.30 0.80
```

As for the total charge: 0. Its total energy is -20422.2850 eV. Its energy above the lowest of the compared OMol25 structures with the same formula, charge and spin is 31.7 kcal/mol. As for the frontier orbital gap: 0.3535 Ha. The maximum force is 4.69 eV Å⁻¹. The SMILES is O=CC(F)(F)S. The value obtained for the highest occupied orbital energy is -9.91 eV.

=====

A single C2H2F2S molecule. Source: the Open Molecules 2025 dataset; level of theory: the ωB97M-V functional and the def2-TZVPD basis.

```
7
Properties=species:S:1:pos:R:3
C -1.36 -0.28 -0.03
C 1.33 0.12 -0.17
F 1.05 1.40 0.04
F 2.59 -0.18 0.17
S 0.16 -1.05 0.04
H -1.37 0.78 0.24
H -2.40 -0.79 -0.29
```

As for the total charge: 0. Its total energy is -18373.0240 eV. Its energy above the lowest of the compared OMol25 structures with the same formula, charge and spin is 63.8 kcal/mol. As for the frontier orbital gap (alpha / beta): 0.2879 / 0.3063 Ha. The maximum force is 3.12 eV Å⁻¹. The value obtained for the highest occupied orbital energy (alpha / beta) is -8.03 / -8.15 eV.

=====

A gas-phase ion, C2H2F3N2 (charge +1). Source: the Open Molecules 2025 dataset; level of theory: the ωB97M-V functional and the def2-TZVPD basis.

```
9
Properties=species:S:1:pos:R:3
N 0.92 0.57 0.24
N 0.12 -0.17 -0.09
C -1.04 -1.04 -0.37
C -2.36 -0.42 -0.05
F -2.36 0.17 1.08
F -2.71 0.50 -0.93
F -3.17 -1.45 -0.06
H 1.47 1.32 -0.26
H -1.11 -1.91 -0.98
```

As for the total charge: +1. Its total energy is -13226.8866 eV. Its energy above the lowest of the compared OMol25 structures with the same formula, charge and spin is 50.5 kcal/mol. As for the frontier orbital gap (alpha / beta): 0.3422 / 0.3422 Ha. The maximum force is 8.90 eV Å⁻¹. The SMILES is N=[N+]=CC(F)(F)F. The value obtained for the highest occupied orbital energy (alpha / beta) is -16.49 / -16.49 eV.

=====

A molecular structure, C2H2F3OP. Source: the Open Molecules 2025 dataset; level of theory: the ωB97M-V functional and the def2-TZVPD basis.

```
9
Properties=species:S:1:pos:R:3
C 0.23 0.86 -0.04
C -1.36 -0.37 -0.07
O 0.10 2.02 -0.23
F -2.46 0.25 0.25
F -1.51 -1.06 -1.19
F -0.98 -1.21 0.98
P 1.72 0.00 0.75
H 2.47 0.69 -0.24
H 1.79 -1.18 -0.21
```

As for the total charge: 0. Its total energy is -21592.9650 eV. Its energy above the lowest of the compared OMol25 structures with the same formula, charge and spin is 39.5 kcal/mol. As for the frontier orbital gap: 0.3588 Ha. The maximum force is 4.22 eV Å⁻¹. The value obtained for the highest occupied orbital energy is -9.56 eV.